1.
88
Properties=species:S:1:pos:R:3:forces:R:3:lowdin_charge:R:1 method="wB97M-V/def2-TZVPD" charge=0 orbital_gap_ha="0.134 / 0.203" lumo_ev="-1.601 / -1.500" multiplicity=2
Ru 0.2089 -0.3468 -0.0185 -1.128 -0.631 -0.320 0.843
O 0.6009 0.8110 5.1487 0.039 0.086 -0.046 -0.045
C 1.1660 2.0890 4.9091 -0.098 -0.201 0.058 -0.215
C 1.4568 2.2585 3.4030 0.102 0.220 0.036 -0.568
C 2.0263 3.6730 3.3187 0.035 0.098 0.104 -0.231
O 2.4600 4.0383 2.0219 0.045 0.098 0.048 -0.107
C 2.4431 1.1686 2.9932 -0.012 -0.369 0.117 -0.447
Se 2.7420 0.9577 1.0768 -2.105 0.994 -0.134 0.857
C 0.1419 2.0626 2.6562 -0.469 -0.148 0.045 -0.458
Se 0.2387 2.1481 0.7041 2.420 -0.521 0.805 0.802
H 0.4727 0.7071 6.0953 -0.020 -0.067 -0.005 0.099
H 2.1011 2.2047 5.4696 0.015 0.022 -0.026 0.131
H 0.4719 2.8755 5.2313 0.047 0.035 -0.043 0.132
H 2.8684 3.7336 4.0223 -0.018 0.008 0.002 0.130
H 1.2504 4.3640 3.6739 0.009 0.011 -0.038 0.132
H 2.7041 4.9704 2.0582 -0.005 -0.116 -0.107 0.099
H 2.0644 0.2110 3.3537 0.052 0.038 -0.018 0.055
H 3.4132 1.3455 3.4642 0.079 0.056 -0.134 0.087
H -0.5845 2.8205 2.9622 0.046 0.056 -0.022 0.085
H -0.2593 1.0850 2.9292 -0.034 0.075 -0.123 0.060
C 2.4052 -3.4365 4.0574 0.103 -0.089 0.151 -0.105
C 2.8266 -2.8832 2.8595 -0.125 0.139 -0.125 -0.086
C 1.9330 -2.1714 2.0679 0.478 -0.270 0.029 -0.109
C 0.6279 -2.0156 2.4883 -1.512 1.193 -1.331 -0.231
C 0.1922 -2.5644 3.6858 0.097 -0.202 0.464 -0.038
C 1.0863 -3.2757 4.4669 0.023 0.075 -0.100 -0.088
N -0.3220 -1.2675 1.6426 2.583 -1.132 1.875 -0.170
N -1.5389 -1.4648 2.0191 -2.439 1.213 -1.539 0.048
C -2.3991 -0.7703 1.1628 1.939 -1.717 2.544 -0.342
C -3.7649 -0.9351 1.3605 -1.101 0.620 -0.632 -0.015
C -4.6217 -0.2393 0.5360 0.244 -0.557 0.671 -0.071
C -4.0676 0.6219 -0.4098 0.420 0.432 -0.393 -0.071
C -2.6956 0.7214 -0.5247 -0.575 0.103 0.134 -0.142
N -1.8393 0.0122 0.2222 0.193 -0.340 -0.740 -0.058
H 3.0990 -3.9948 4.6712 0.029 -0.024 0.021 0.094
H 3.8491 -3.0010 2.5262 0.046 -0.050 0.013 0.101
H 2.2598 -1.7415 1.1325 -0.057 -0.157 0.038 0.025
H -0.8303 -2.4274 4.0027 0.016 0.004 -0.085 0.099
H 0.7506 -3.7070 5.4009 0.012 -0.016 0.028 0.098
H -4.1047 -1.6052 2.1332 0.043 -0.048 0.034 0.113
H -5.6927 -0.3508 0.6336 -0.037 0.024 -0.020 0.104
H -4.6878 1.2244 -1.0562 -0.023 0.031 -0.044 0.097
H -2.2594 1.4122 -1.2128 -0.045 -0.013 0.026 0.052
C 7.0359 1.9969 1.1563 0.051 -0.070 0.036 -0.047
C 6.5161 2.2716 -0.2251 -0.038 0.059 -0.058 -0.277
C 5.2286 2.7554 -0.4177 0.099 0.100 0.004 -0.075
C 4.7370 3.0362 -1.6826 0.003 0.108 0.154 -0.019
C 5.5299 2.8061 -2.7957 0.128 0.018 0.012 -0.260
N 5.0943 3.0525 -4.1161 0.142 0.025 -0.228 0.133
C 3.8181 3.2430 -4.5804 0.036 0.102 0.063 -0.532
O 3.5844 3.9179 -5.5622 -0.063 -0.007 0.016 0.075
N 2.8094 2.6405 -3.8496 -0.187 -0.068 -0.117 0.138
C 2.8311 1.3928 -3.2081 -0.220 0.136 0.022 -0.218
C 3.7897 0.4139 -3.4116 -0.034 -0.193 -0.044 0.013
C 3.6632 -0.7778 -2.7163 -0.013 0.038 0.069 -0.017
C 2.6002 -0.9684 -1.8531 -0.023 -0.033 -0.076 -0.145
N 1.6946 -0.0073 -1.6336 -0.181 0.105 -0.403 -0.094
C 1.8155 1.1449 -2.2911 0.435 -0.023 0.240 -0.118
C 6.8234 2.3215 -2.6216 -0.070 -0.017 0.020 -0.027
C 7.3085 2.0689 -1.3516 0.000 -0.034 0.031 -0.042
H 6.2489 2.1276 1.8968 -0.032 0.016 0.044 0.068
H 7.8560 2.6691 1.4134 0.008 0.022 0.007 0.082
H 7.4126 0.9772 1.2431 0.018 -0.033 0.002 0.081
H 4.5756 2.9086 0.4313 0.081 0.119 -0.005 0.046
H 3.7341 3.4285 -1.7840 0.080 0.018 0.020 0.119
H 5.7848 3.4058 -4.7620 -0.039 0.013 0.054 0.154
H 1.8998 3.0301 -4.0472 0.017 -0.078 -0.085 0.153
H 4.6137 0.5728 -4.0920 -0.016 -0.014 -0.023 0.122
H 4.3900 -1.5662 -2.8423 0.019 -0.039 -0.030 0.114
H 2.4562 -1.8974 -1.3180 0.011 -0.021 -0.043 0.101
H 1.1215 1.9298 -2.0260 -0.049 0.014 -0.102 0.057
H 7.4454 2.1376 -3.4887 0.021 -0.006 -0.034 0.113
H 8.3179 1.6937 -1.2390 0.047 -0.010 0.019 0.114
F 0.5738 -3.2289 -0.7572 0.075 0.113 0.127 -0.002
C -0.2794 -2.1561 -0.9333 0.055 0.249 0.296 -0.591
F -0.3598 -2.0546 -2.3037 -0.035 0.137 -0.258 -0.006
F -1.5074 -2.6624 -0.5767 0.285 0.012 -0.154 0.019
Br -0.5109 5.3346 -1.4014 -0.034 0.047 -0.084 0.730
C -1.2517 3.9634 -2.4878 -0.073 0.017 -0.116 -0.747
C -2.2273 4.2780 -3.4282 0.100 0.026 0.078 -0.100
C -2.7195 3.2388 -4.1936 -0.011 -0.101 -0.039 -0.052
C -2.2509 1.9434 -3.9884 -0.011 0.086 0.000 -0.037
C -1.2895 1.7499 -3.0182 0.280 0.091 -0.186 -0.170
N -0.7871 2.7553 -2.2897 -0.050 0.123 -0.117 -0.032
H -2.5676 5.2937 -3.5539 -0.019 0.036 0.008 0.101
H -3.4696 3.4385 -4.9468 -0.027 -0.016 -0.015 0.113
H -2.6313 1.1078 -4.5558 -0.014 -0.035 -0.026 0.114
H -0.9001 0.7677 -2.7511 -0.061 0.011 -0.293 0.104



2.
78
Properties=species:S:1:pos:R:3:forces:R:3:lowdin_charge:R:1 method="wB97M-V/def2-TZVPD" charge=+3 orbital_gap_ha="0.223 / 0.228" lumo_ev="-10.632 / -10.594" multiplicity=2
Re 0.3600 0.2652 0.1404 -1.669 2.332 -0.445 1.701
C -0.9098 2.2082 -4.5587 -0.176 0.154 -0.184 -0.096
C -0.7265 3.9673 -3.2645 -0.410 -0.061 -0.002 -0.095
C -0.6956 3.8916 -1.7830 0.075 -0.306 0.148 0.120
C -0.5902 2.8535 -0.8968 -0.232 0.907 0.088 -0.189
N -0.7389 1.4779 -1.0773 1.825 -2.518 1.467 -0.056
C -0.5122 1.1483 -3.4986 -0.116 0.092 0.228 -0.078
C -0.2559 3.1538 0.5030 -0.062 -0.100 -0.170 -0.156
C -0.2955 4.3828 1.1497 0.019 0.083 0.111 0.047
C -0.1338 4.4243 2.5222 -0.004 0.006 -0.219 0.031
C -0.0570 3.2321 3.2357 0.046 -0.189 -0.002 0.048
C -0.0257 2.0409 2.5413 0.070 0.191 0.236 -0.182
N 0.0142 2.0296 1.1895 0.229 -0.218 -0.292 -0.004
C -0.2722 0.7206 3.1307 -0.069 -0.215 0.170 -0.217
C -0.4042 0.4851 4.4906 0.008 0.040 -0.072 0.032
C -0.8444 -0.7577 4.9205 0.021 -0.057 0.008 0.015
C -1.1349 -1.7327 3.9783 0.048 0.089 -0.111 0.011
C -0.9395 -1.4370 2.6395 -0.121 -0.221 0.186 -0.099
N -0.5132 -0.2448 2.2183 0.255 0.018 -0.671 0.010
H -1.0407 1.8536 -5.5757 0.051 -0.038 0.014 0.163
H -0.6461 5.0097 -3.5581 0.003 -0.009 0.005 0.155
H -0.6859 4.8648 -1.3099 0.186 -0.009 0.034 0.126
H -0.2893 0.1768 -3.9394 0.023 -0.016 0.036 0.169
H -0.4883 5.2946 0.6060 0.022 0.011 -0.003 0.129
H -0.1480 5.3728 3.0419 -0.021 -0.005 0.010 0.142
H -0.0749 3.2428 4.3156 -0.009 -0.013 -0.001 0.132
H -0.1754 1.2590 5.2094 -0.045 0.019 -0.010 0.132
H -0.9684 -0.9608 5.9761 0.005 0.028 0.006 0.139
H -1.5042 -2.7070 4.2655 -0.005 0.003 0.014 0.133
H -1.1574 -2.1654 1.8735 0.024 0.036 0.005 0.106
C 2.6518 -0.2687 2.8626 0.064 0.141 0.213 -0.040
O 2.0308 -0.7868 1.6815 -0.409 0.107 -0.820 -0.333
C 2.1272 -2.2072 1.5568 -0.044 -0.265 -0.159 -0.140
C 2.0475 -2.5381 0.0888 0.412 -0.004 0.165 -0.125
O 0.8458 -1.9974 -0.4817 -0.251 0.600 -0.124 -0.242
C -0.1803 -2.9955 -0.6303 -0.313 -0.100 -0.035 -0.131
C -1.4252 -2.3231 -1.1312 0.183 -0.157 -0.085 -0.163
O -1.7319 -1.2777 -0.2162 0.249 0.139 -0.013 -0.328
C -3.1276 -0.9608 -0.1277 -0.160 0.041 0.068 -0.040
H 3.7146 -0.5179 2.8678 -0.024 -0.014 -0.067 0.114
H 2.5372 0.8129 2.8496 0.012 0.002 0.004 0.102
H 2.1910 -0.6796 3.7623 -0.077 -0.031 -0.063 0.110
H 3.0795 -2.5640 1.9550 0.028 0.079 0.009 0.156
H 1.3195 -2.6833 2.1210 0.024 0.046 0.067 0.130
H 2.8795 -2.0859 -0.4416 0.046 -0.013 -0.067 0.122
H 2.0838 -3.6174 -0.0583 -0.069 0.005 -0.059 0.155
H 0.1527 -3.7479 -1.3470 0.073 0.015 0.017 0.157
H -0.3680 -3.4785 0.3320 0.066 -0.011 0.005 0.138
H -1.2450 -1.9175 -2.1330 -0.097 -0.047 -0.009 0.133
H -2.2385 -3.0483 -1.1963 -0.017 -0.003 0.060 0.157
H -3.5558 -0.7694 -1.1133 0.063 -0.033 0.026 0.094
H -3.6721 -1.7854 0.3353 0.065 -0.020 0.010 0.115
H -3.2118 -0.0734 0.4961 -0.027 0.002 -0.024 0.103
C -3.0166 2.6740 -3.1899 -0.043 -0.018 -0.082 0.005
C -2.7916 1.6426 -2.3906 0.041 -0.084 0.098 -0.010
C -1.4378 0.9808 -2.2664 -0.416 0.056 -0.390 -0.232
C 0.7183 1.9616 -3.1758 0.060 -0.048 0.082 -0.119
C 0.2955 3.0596 -4.0782 0.310 0.001 -0.062 -0.067
C -1.9182 3.2296 -4.0211 0.110 -0.089 0.084 -0.149
C 1.7087 1.8693 -2.2770 -0.019 -0.046 -0.269 -0.056
C 1.9186 0.8621 -1.2613 -0.214 -0.694 0.701 -0.050
C 3.2710 0.3664 -1.3193 0.544 -0.035 -0.010 -0.251
C 4.0970 0.1195 -0.2001 -0.190 0.195 -0.037 -0.037
C 5.4100 -0.2705 -0.3499 0.090 -0.027 0.074 -0.030
C 5.9565 -0.4395 -1.6196 -0.171 0.018 -0.028 0.001
C 5.1636 -0.2280 -2.7444 0.181 -0.109 -0.020 -0.022
C 3.8555 0.1736 -2.6036 -0.273 0.093 0.186 -0.001
H -4.0003 3.1240 -3.2442 0.001 -0.007 0.025 0.133
H -3.5764 1.2419 -1.7616 -0.022 0.068 -0.078 0.104
H -1.5941 -0.0796 -2.1057 0.063 0.161 0.084 0.091
H 0.9973 3.6061 -4.7010 -0.028 0.013 0.000 0.168
H -2.2947 3.8831 -4.8036 0.057 0.021 -0.008 0.161
H 2.5106 2.5996 -2.3712 0.075 -0.082 -0.014 0.156
H 3.7168 0.3360 0.7823 0.054 -0.014 -0.005 0.085
H 6.0247 -0.4363 0.5252 0.028 0.093 -0.009 0.124
H 6.9940 -0.7247 -1.7313 -0.008 -0.038 0.000 0.131
H 5.5773 -0.3712 -3.7337 -0.010 -0.019 0.008 0.129
H 3.2410 0.2944 -3.4845 0.007 0.079 -0.036 0.122



3.
91
Properties=species:S:1:pos:R:3:forces:R:3:lowdin_charge:R:1 method="wB97M-V/def2-TZVPD" charge=-1 orbital_gap_ha="0.129 / 0.119" lumo_ev="1.417 / 1.418"
Ba 12.4755 17.4267 10.8088 -0.488 -0.082 0.529 1.827
O 9.6901 18.8192 7.1025 0.245 -0.331 -0.608 0.121
C 10.0232 18.3459 8.3010 2.173 -1.019 0.596 -0.444
O 10.9969 17.5565 8.4269 -1.960 1.133 -0.485 -0.132
C 9.3493 19.0164 9.4056 -1.300 -0.177 1.014 -0.218
C 8.4528 20.1177 9.2007 0.852 -0.799 -0.670 -0.049
C 8.1762 20.8950 10.3007 0.058 0.434 0.984 -0.091
C 8.5994 20.4827 11.5456 -1.467 3.071 -0.942 -0.058
C 9.5397 19.4974 11.6246 0.834 -3.041 3.045 -0.255
N 9.7258 18.6254 10.6218 1.964 0.573 -1.390 0.106
C 10.1722 19.2055 12.9339 0.449 -0.472 -0.854 -0.452
O 9.8962 20.1422 13.9207 0.286 -0.410 -0.461 0.048
O 10.9633 18.2660 13.1767 -0.425 0.945 -0.478 -0.102
H 10.3784 18.4910 6.4921 -0.369 0.076 0.210 0.137
H 7.9999 20.3268 8.2592 0.222 0.165 -0.630 0.084
H 7.7931 21.8998 10.1450 -0.756 -0.320 0.244 0.105
H 8.3759 21.0405 12.4249 -0.068 0.502 0.320 0.095
H 10.5914 20.0449 14.5936 -0.272 -0.252 -0.258 0.114
C 12.4375 8.5631 10.4753 0.041 -0.953 1.547 -0.077
C 12.2073 9.9776 10.9324 -0.488 1.233 0.957 -0.283
C 10.9322 10.5898 10.8093 0.511 -0.689 -0.180 -0.040
C 10.6962 11.8864 11.2846 -1.577 -1.386 -1.220 -0.096
C 11.7196 12.6407 11.7461 1.314 0.715 1.306 -0.266
C 13.0310 12.0963 11.8561 -0.740 0.143 0.518 -0.043
C 13.2016 10.7249 11.6312 -0.458 0.526 -1.110 -0.044
S 11.1881 14.2509 12.4113 1.398 3.077 -1.107 0.612
O 10.2427 14.0994 13.5045 0.617 -0.651 -0.863 -0.305
O 10.7144 14.9625 11.2012 -0.117 -0.993 0.745 -0.446
N 12.5091 15.1585 12.7578 -0.510 -0.661 -1.002 -0.212
C 13.1362 15.2168 13.9543 -1.156 -1.077 1.913 -0.271
C 12.8884 14.2318 14.9872 0.390 2.140 0.201 -0.030
C 13.3982 14.4124 16.3110 -0.263 0.787 -2.047 -0.094
C 14.2040 15.4969 16.5422 0.788 -0.141 1.020 -0.095
C 14.5667 16.4629 15.5646 -0.045 -0.729 -1.888 -0.135
C 15.6651 17.3606 15.6146 -0.772 -0.357 1.414 -0.043
C 15.8222 18.3230 14.6907 0.246 0.849 -1.691 -0.065
C 15.0359 18.2830 13.5110 0.008 -0.681 1.710 -0.132
N 14.1671 17.3025 13.2907 0.565 1.447 -0.998 0.028
C 13.9500 16.4069 14.2462 0.028 -2.118 1.768 -0.170
H 13.1450 8.4446 9.6193 -0.589 0.173 0.719 0.082
H 11.4317 8.1618 10.2336 0.791 -0.144 -0.134 0.068
H 12.8325 7.9736 11.4022 -0.515 0.753 -1.795 0.108
H 10.0711 10.0247 10.3844 0.874 0.402 0.234 0.115
H 9.6594 12.2574 11.1749 0.829 0.054 0.381 0.131
H 13.8879 12.7254 12.1611 -0.774 -0.406 0.199 0.112
H 14.1326 10.2757 11.9663 0.039 -0.088 -0.487 0.106
H 12.0175 13.6134 14.8576 0.249 -0.599 -0.263 0.073
H 13.1241 13.7336 17.1096 0.053 0.026 -0.058 0.095
H 14.6187 15.5567 17.5434 0.240 0.360 -0.052 0.093
H 16.3688 17.3124 16.4161 0.173 -0.074 0.760 0.102
H 16.5946 19.1090 14.7299 -0.327 -0.638 0.212 0.112
H 15.2253 19.0788 12.8321 -0.454 0.155 -0.981 0.067
C 19.2301 20.3626 6.5538 -1.206 -0.628 -2.663 -0.069
C 17.9684 20.4180 7.3581 -1.270 -0.017 1.516 -0.293
C 16.7088 19.9797 6.9046 0.074 0.312 -0.210 -0.041
C 15.5357 20.0657 7.6782 0.611 -0.051 -2.753 -0.073
C 15.5870 20.5961 8.9156 0.291 0.626 1.972 -0.344
C 16.7572 21.0998 9.4432 2.422 -0.265 -0.780 -0.046
C 17.9298 20.9617 8.6504 0.783 0.442 1.334 -0.042
S 14.1824 20.7346 9.9176 -2.532 2.087 0.147 0.586
O 14.3986 19.9042 11.1011 0.166 -0.283 -0.316 -0.424
O 13.0736 20.2719 9.0316 0.957 0.332 1.130 -0.399
N 14.1570 22.3151 10.3709 3.498 -6.275 2.993 -0.240
C 13.4030 23.1005 9.7454 -3.658 4.572 -3.711 -0.274
C 17.0709 14.1013 4.5362 -0.847 0.465 -2.145 -0.325
O 16.8629 13.0804 5.1146 0.938 3.189 -1.225 0.171
O 17.1780 15.0625 3.8023 -0.103 -3.644 3.394 0.148
H 20.1959 20.5619 6.9866 -0.055 0.359 0.606 0.064
H 19.0514 21.0226 5.6508 0.579 -0.363 0.959 0.097
H 19.2938 19.3600 6.0737 0.102 0.415 0.396 0.080
H 16.5690 19.6514 5.8824 0.238 -0.172 -0.127 0.103
H 14.5820 19.9297 7.1618 0.231 -0.463 0.554 0.116
H 16.8378 21.5766 10.4338 -0.332 -0.393 -0.647 0.124
H 18.9142 21.2628 9.1011 -1.081 -0.070 -0.437 0.116
H 13.0291 22.8094 8.7638 -0.447 0.288 -0.025 0.022
H 13.2415 24.1613 10.0490 0.364 -1.005 -0.053 0.028
N 15.3682 16.6595 10.5081 -0.656 0.285 -1.075 -0.057
C 15.5595 15.2699 10.0821 1.316 0.207 1.268 -0.276
C 15.5303 15.0437 8.5860 0.289 -0.663 -0.327 -0.208
C 14.0959 14.7711 8.1530 -0.928 -1.454 0.116 -0.309
N 13.3673 16.0035 8.0254 1.163 2.242 -0.623 -0.039
H 15.8203 17.3766 9.9657 0.338 -0.069 -0.403 0.067
H 15.5802 16.8451 11.4605 0.142 -0.204 0.869 0.026
H 14.6921 14.7468 10.5295 0.811 -0.279 -0.019 0.092
H 16.5494 14.8678 10.4754 -1.178 0.217 -0.166 0.123
H 16.1762 14.1789 8.3195 -0.573 0.152 0.422 0.108
H 16.0435 15.8441 8.0150 -0.642 0.100 0.277 0.116
H 13.5325 14.2143 8.9733 0.990 0.267 -0.866 0.123
H 14.0751 14.0519 7.2926 -0.026 0.806 0.118 0.107
H 12.4444 16.0072 7.6227 -0.155 -0.316 0.000 0.047
H 13.9362 16.7576 7.5529 -0.963 -1.202 0.608 0.101



Ordered ΔE to the lowest compared entry with this formula, charge and spin results: 214.6; 445.8; 287.5; unit kJ/mol.